Formula: C32H76F3N2O31P5
Source: the OMol25 dataset
Level of theory: ωB97M-V with the def2-TZVPD basis set

Properties
energy relative to the best compared isomer or geometry (same formula, charge and spin)	671.88	kJ/mol
HOMO	-9.18	eV
HOMO-LUMO gap	9.26	eV
molar mass	1196.807	Da

ORCA input file:
```
! RIJCOSX wB97M-V def2-TZVPD def2/J DEFGRID3
* xyz 0 1
O 3.9435 3.1211 8.6924
C 3.8578 1.9451 8.2284
O 2.7790 1.3647 7.7215
C 3.0471 0.0395 7.3921
C 4.3675 -0.2327 8.0460
F 5.1635 -0.8818 7.2001
O 4.8502 1.0922 8.1331
H 2.3090 -0.5306 7.9564
H 3.0803 -0.0474 6.3061
H 4.2316 -0.8212 8.9534
O -2.3335 1.0274 7.6964
C -2.2290 2.0503 8.3163
O -1.3910 2.2312 9.3235
C -1.4163 3.5983 9.7542
C -2.0758 4.2475 8.5282
F -1.2085 4.7588 7.7165
O -2.8234 3.1942 8.0418
H -1.9588 3.5971 10.6996
H -0.4154 3.9882 9.9397
H -2.7609 5.0407 8.8275
O 2.2059 -5.6666 0.4392
C 3.4112 -5.8871 0.4779
O 4.2184 -5.1954 -0.2594
C 5.4267 -5.8033 -0.0807
C 5.4813 -6.3924 1.2557
F 5.8209 -5.7496 2.2729
O 3.9866 -6.5424 1.4401
H 5.4348 -6.5777 -0.8477
H 6.2071 -5.0446 -0.1387
H 5.9083 -7.3926 1.1816
C -3.3270 -5.3903 6.4459
O -4.6277 -5.6133 6.9991
P -5.8208 -6.5596 6.3456
O -5.1542 -7.5945 5.4905
O -7.0497 -5.6948 5.7069
C -7.8864 -6.1868 4.7061
O -6.4370 -7.2043 7.6691
C -7.4575 -6.5601 8.4398
H -3.4185 -5.4207 5.3601
H -2.4447 -6.0154 6.5836
H -3.0167 -4.4387 6.8774
H -8.8904 -5.8927 5.0119
H -7.8662 -7.2744 4.7765
H -7.7368 -5.8202 3.6905
H -8.2568 -7.2369 8.7417
H -7.9103 -5.7766 7.8323
H -7.0157 -6.1447 9.3455
C 6.5488 -0.0195 2.1756
O 6.6055 1.2015 1.5272
P 5.4879 1.6523 0.4303
O 4.8870 0.5965 -0.3712
O 4.4984 2.6986 1.1950
C 3.5029 2.1719 2.0672
O 6.4205 2.6846 -0.4544
C 6.9965 3.7808 0.1841
H 5.5216 -0.2904 2.4194
H 6.9924 0.0148 3.1707
H 7.0688 -0.8193 1.6482
H 3.6656 2.0593 3.1391
H 3.2262 1.1476 1.8176
H 2.6214 2.7952 1.9172
H 6.4467 4.5788 -0.3149
H 8.0647 3.7795 -0.0328
H 6.8702 3.8868 1.2616
C 7.5261 6.9019 -6.9723
O 6.9359 6.3352 -5.8446
P 5.4018 6.7433 -5.4554
O 4.6346 7.3521 -6.5538
O 4.8749 5.4696 -4.6484
C 3.4953 5.4108 -4.3621
O 5.7064 7.8060 -4.2741
C 4.7486 8.7875 -4.0493
H 7.1744 6.2468 -7.7693
H 8.5923 6.6755 -6.9708
H 7.5347 7.9917 -6.9938
H 2.8026 5.6996 -5.1527
H 3.0962 5.8825 -3.4642
H 3.3496 4.3645 -4.0936
H 4.9549 9.1991 -3.0613
H 3.6789 8.5780 -4.0472
H 4.8816 9.6398 -4.7156
C 3.5816 1.6410 -8.7129
O 3.9679 2.8453 -9.4049
P 4.4467 2.5612 -10.9555
O 5.5248 1.5644 -10.9380
O 3.0216 2.2914 -11.7996
C 1.7942 2.9640 -11.5702
O 4.8215 4.0230 -11.5999
C 4.9536 4.1757 -13.0480
H 4.0425 0.7516 -9.1425
H 2.5179 1.4040 -8.7344
H 3.8458 1.7149 -7.6579
H 1.6162 3.2614 -10.5367
H 0.9601 2.3154 -11.8380
H 1.5592 3.7656 -12.2705
H 4.2498 4.8668 -13.5117
H 4.6277 3.2699 -13.5593
H 5.9409 4.4845 -13.3915
C -6.9431 0.9468 4.4517
O -8.0737 0.9786 3.5572
P -9.2631 2.0292 3.5810
O -10.4761 1.5915 2.9028
O -9.4799 2.4603 5.1434
C -10.6959 3.1330 5.5762
O -8.5126 3.3163 2.9096
C -8.1149 3.2713 1.5199
H -7.2336 0.5343 5.4180
H -6.6817 1.9897 4.6310
H -6.1687 0.3388 3.9840
H -10.5595 4.0559 6.1400
H -11.1869 2.5467 6.3529
H -11.3870 3.3106 4.7523
H -8.2957 2.3777 0.9224
H -7.0457 3.4788 1.4760
H -8.4405 4.1309 0.9341
C -0.8299 -1.3855 1.4728
O -1.0738 -0.4602 0.4326
C -0.8522 -0.8908 -0.9136
C -0.5856 0.2818 -1.8920
C -1.5681 1.4994 -1.7995
N -0.5079 -0.2457 -3.2584
H 0.1015 -1.9296 1.3156
H -1.6552 -2.0967 1.5063
H -0.8408 -0.8457 2.4197
H 0.0560 -1.4927 -0.9462
H -1.6263 -1.6093 -1.1832
H 0.4236 0.5919 -1.6209
H -2.5656 1.4526 -2.2366
H -1.1237 2.4021 -2.2187
H -1.7391 1.8047 -0.7672
H -0.9110 0.5401 -3.7486
H -1.2553 -0.9161 -3.3679
C -0.6028 -8.1573 -4.8429
O -1.1502 -6.9149 -4.3580
C -2.2865 -6.5099 -5.0785
C -3.0931 -5.4639 -4.2490
C -3.7872 -6.0065 -2.9736
N -4.1576 -4.7904 -5.0096
H -0.4079 -8.0459 -5.9095
H -1.1525 -9.0307 -4.4918
H 0.3531 -8.3832 -4.3703
H -2.0219 -6.3524 -6.1240
H -2.9337 -7.3858 -5.0340
H -2.3975 -4.6332 -4.1302
H -4.8735 -5.9174 -2.9633
H -3.4499 -5.3438 -2.1767
H -3.4519 -6.9611 -2.5681
H -4.9254 -5.3984 -5.2566
H -3.6377 -4.5061 -5.8275
*
```

---

Formula: C4H6O2
Source: the OMol25 dataset
Level of theory: ωB97M-V with the def2-TZVPD basis set

Properties
energy relative to the best compared isomer or geometry (same formula, charge and spin)	491.69	kJ/mol
HOMO	-9.68	eV
HOMO-LUMO gap	10.65	eV
molar mass	86.090	Da

ORCA input file:
```
! RIJCOSX wB97M-V def2-TZVPD def2/J DEFGRID3
* xyz 0 1
O -1.5525 0.2188 -2.0601
C 0.0817 0.5968 0.0863
C 0.0394 0.1033 1.4604
C -0.0362 -0.9099 0.3638
O 1.3744 -1.1718 0.2811
C 1.3594 0.1913 0.7527
H -0.7611 0.4910 -2.5405
H -0.3192 1.4654 -0.4207
H -0.5109 0.3732 2.3457
H -0.7554 -1.7141 0.2209
H -1.1820 -0.4000 -1.4184
H 2.2624 0.7560 0.9287
*
```

---

Formula: C4H34N2O12
Source: the OMol25 dataset
Level of theory: ωB97M-V with the def2-TZVPD basis set

Properties
energy relative to the best compared isomer or geometry (same formula, charge and spin)	57.93	kJ/mol
HOMO	-10.18	eV
HOMO-LUMO gap	10.44	eV
molar mass	302.318	Da

ORCA input file:
```
! RIJCOSX wB97M-V def2-TZVPD def2/J DEFGRID3
* xyz 0 1
C -1.2332 -2.6535 -0.3717
C -0.4365 -2.0282 -1.5092
C -1.1458 -0.8263 -2.1237
N -1.2373 0.3312 -1.2195
C -2.4179 0.4945 -0.5079
N -2.3625 1.1009 0.6104
H -1.2578 -2.0706 0.5484
H -2.2728 -2.8066 -0.6905
H -0.8492 -3.6329 -0.0746
H -0.2625 -2.7892 -2.2760
H 0.5615 -1.7400 -1.1710
H -0.5960 -0.5273 -3.0192
H -2.1306 -1.1207 -2.4956
H -0.3717 0.4568 -0.7013
H -3.2949 0.1201 -1.0088
H -3.2661 1.2884 1.0282
H 1.3099 3.0290 -1.6495
H -0.0799 2.7245 -2.2022
O 0.3831 3.2719 -1.5350
H -1.1840 2.0409 0.7645
H -0.2163 3.0439 0.0307
O -0.4603 2.6795 0.9148
H 1.7977 0.8086 -2.7054
H 3.1194 0.3354 -2.0633
O 2.4489 1.0594 -2.0400
H -2.9752 -2.3074 3.3713
H -2.2356 -1.0941 2.8398
O -3.1450 -1.4684 2.9365
H -5.2086 -1.5554 0.5878
H -3.8465 -1.4244 1.3004
O -4.2907 -1.3164 0.4198
H 1.1191 1.7099 0.7920
H 2.1924 1.1843 -0.2566
O 1.9622 1.1754 0.7057
H -1.0016 0.7690 -2.6155
H -1.2443 1.5931 -3.9868
O -0.6476 1.4366 -3.2409
H 1.8059 -1.2347 2.4201
H 2.6049 -0.1362 1.6648
O 2.7028 -0.9735 2.1659
H -0.4025 0.3186 3.0116
H -1.0001 0.0210 1.6245
O -0.7452 -0.4253 2.4616
H 4.1812 -1.5010 -1.0784
H 4.4964 -1.6462 -2.6370
O 4.1602 -1.0456 -1.9518
H 0.0989 2.2840 2.5505
H 1.3971 1.7192 3.2056
O 0.4378 1.8199 3.3467
H 3.9308 -3.3323 0.5959
H 3.5960 -1.8522 1.0402
O 4.0965 -2.4076 0.3834
*
```

---

Formula: C12H27Cl3O4
Source: the OMol25 dataset
Level of theory: ωB97M-V with the def2-TZVPD basis set

Properties
HOMO (spin up / spin down)	0.63 / -4.88	eV
<S²>	0.75
HOMO-LUMO gap (spin up / spin down)	2.04 / 7.54	eV
molar mass	341.703	Da

ORCA input file:
```
! RIJCOSX wB97M-V def2-TZVPD def2/J DEFGRID3
* xyz -1 2
O 0.0878 -0.6224 1.1606
H 0.8203 -0.9498 0.6335
H -0.6486 -0.4317 0.5750
H 0.3281 0.2758 1.3993
C 2.0897 1.9264 3.9069
C 0.9884 2.5019 2.8554
C 1.3796 3.9811 2.5513
O 1.0351 1.7192 1.6986
H 1.7831 0.9330 4.2344
H 2.2430 2.5148 4.8115
H 3.0829 1.8278 3.4687
H 0.0493 2.6047 3.3990
H 0.6933 4.5628 1.9358
H 2.2777 4.0825 1.9420
H 1.7042 4.5420 3.4276
C -2.9439 2.4695 0.7717
Cl -2.9524 0.9669 1.7537
Cl -3.9110 3.8206 1.3835
Cl -3.6885 2.0567 -0.7599
H -1.9227 2.7726 0.5411
C 2.2030 -0.4864 -2.1645
C 1.8643 -1.9652 -2.4322
C 1.7380 -2.5904 -1.0714
O 2.0551 -1.6354 -0.0852
C 2.7879 -0.5392 -0.7936
H 1.2323 -0.0006 -2.2640
H 2.9272 -0.0795 -2.8703
H 2.7479 -2.3264 -2.9583
H 1.0339 -2.1405 -3.1163
H 2.4512 -3.3978 -0.9053
H 0.7437 -3.0000 -0.8935
H 3.8601 -0.7298 -0.8412
H 2.6473 0.3990 -0.2568
C -2.2036 -2.1111 -2.6429
C -2.8075 -2.7524 -1.4326
C -2.5414 -1.7251 -0.2813
O -1.6557 -0.7627 -0.8922
C -1.9365 -0.6846 -2.2115
H -2.9048 -2.2460 -3.4665
H -1.2412 -2.5880 -2.8286
H -2.3143 -3.6940 -1.1915
H -3.8901 -2.8587 -1.5023
H -2.1028 -2.0740 0.6535
H -3.4513 -1.2023 0.0134
H -1.0270 -0.3782 -2.7283
H -2.7108 0.0149 -2.5264
*
```